Record 1
ORCA calculation (ωB97M-V with the def2-TZVPD basis set) on C5H9N2 as an isolated structure at a distorted geometry.

Last column: Mulliken charge in e.
Atoms and positions in Å:
1 C -0.999 1.190 -0.379  -0.188
2 C -1.639 -0.507 0.842  -0.266
3 C 0.170 -0.975 -0.802  -0.399
4 C -0.425 0.299 0.657  0.222
5 C 2.038 0.245 0.315  -0.865
6 N 0.764 -0.439 0.401  -0.038
7 N -1.283 -0.231 -0.556  -0.098
8 H -1.872 1.769 -0.103  0.266
9 H -0.360 1.667 -1.113  0.213
10 H -1.536 -1.533 1.179  0.239
11 H -2.549 -0.016 1.166  0.262
12 H 0.581 -0.630 -1.750  0.340
13 H -0.010 -2.048 -0.783  0.297
14 H 2.251 0.694 1.282  0.323
15 H 2.801 -0.502 0.105  0.336
16 H 2.068 1.017 -0.460  0.355

Force components x, y, z for each atom (eV/Å):
0.5 1.1 0.0
-0.2 -0.4 1.3
-1.0 0.1 -0.1
-0.1 0.4 0.7
0.2 0.2 0.0
-0.3 -0.1 0.0
1.0 -1.5 -1.6
0.0 -0.1 0.0
0.0 -0.2 0.0
0.1 0.0 -0.1
0.0 0.1 -0.2
-0.1 0.1 0.0
-0.1 0.1 -0.1
0.1 0.0 0.0
0.0 0.1 0.0
0.0 0.0 -0.1

Computed properties:
- frontier orbital gap (eV) = 10.580
- energy above the lowest of the compared OMol25 structures with the same formula, charge and spin (eV) = 5.385
- F_max (hartree/bohr) = 0.0468
- net charge = +1
- LUMO energy (hartree) = -0.138



Record 2
ORCA calculation (ωB97M-V with the def2-TZVPD basis set) on an isolated ion of composition C5H9N2 and charge +1 at a distorted geometry.

Last column: Mulliken charge in e.
Atoms and positions in Å:
1 C -0.652 -1.498 -0.093  -0.191
2 C 2.491 -0.728 0.571  -0.197
3 C 0.248 0.710 0.141  -0.374
4 C 1.586 0.045 -0.426  -0.579
5 C -2.120 0.309 0.118  -0.900
6 N -0.816 -0.259 0.078  0.178
7 N 2.807 0.460 0.150  0.094
8 H 0.353 0.942 1.250  0.342
9 H -0.062 1.558 -0.461  0.461
10 H -1.592 -2.076 -0.154  0.336
11 H 1.373 -0.163 -1.556  0.319
12 H -2.688 -0.067 -0.821  0.393
13 H -2.758 0.029 0.987  0.338
14 H -1.997 1.500 0.169  0.330
15 H 0.399 -1.893 0.015  0.292
16 H 3.428 1.133 0.032  0.156

Force components x, y, z for each atom (eV/Å):
0.7 -1.3 0.9
0.6 0.6 -0.3
2.9 -0.8 1.1
-2.7 1.3 -0.9
-3.0 2.6 -1.0
0.0 -0.2 -0.3
-4.2 -4.6 0.0
0.0 0.2 -1.4
0.1 0.2 0.2
0.9 -0.1 -0.1
1.3 0.0 2.0
0.8 1.1 1.5
0.9 -0.1 -0.4
-0.6 -2.9 -0.4
-1.4 0.1 -0.5
3.7 3.6 -0.3

Computed properties:
- frontier orbital gap (eV) = 8.865
- energy above the lowest of the compared OMol25 structures with the same formula, charge and spin (eV) = 6.333
- F_max (hartree/bohr) = 0.1205
- net charge = +1
- LUMO energy (hartree) = -0.176



Record 3
ORCA calculation (ωB97M-V with the def2-TZVPD basis set) on C5H9N2 as an isolated structure at a distorted geometry.

Last column: Mulliken charge in e.
Atoms and positions in Å:
1 C -0.845 0.863 0.911  -0.119
2 C -1.781 0.053 0.550  -0.415
3 C 0.756 -1.651 0.463  -0.202
4 C 1.605 -0.415 0.802  -0.368
5 C -0.529 1.113 -1.683  -0.708
6 N 0.778 -0.434 -0.387  -0.383
7 N -0.239 0.433 -0.399  0.456
8 H -0.417 1.580 1.572  0.513
9 H -2.640 -0.554 0.471  0.363
10 H 1.203 -2.573 0.010  0.257
11 H -0.206 -1.794 1.082  0.214
12 H 1.340 0.227 1.664  0.187
13 H 2.662 -0.590 0.654  0.276
14 H 0.393 1.752 -1.825  0.305
15 H -0.596 0.275 -2.472  0.277
16 H -1.482 1.715 -1.413  0.346

Force components x, y, z for each atom (eV/Å):
-0.9 -0.6 -1.6
3.5 1.9 -0.1
-1.0 0.5 0.8
-0.1 -1.7 0.7
-0.1 0.1 0.4
2.0 -1.5 -0.1
-4.3 -0.1 1.9
-0.1 0.3 0.5
-0.6 -0.6 -0.3
-0.5 1.2 0.5
1.7 0.2 -1.1
0.1 -0.6 -0.6
0.0 0.6 -0.2
-1.3 -0.5 -0.4
-0.2 1.7 1.1
1.7 -0.9 -1.3

Computed properties:
- frontier orbital gap (eV) = 9.793
- energy above the lowest of the compared OMol25 structures with the same formula, charge and spin (eV) = 7.925
- F_max (hartree/bohr) = 0.0912
- net charge = +1
- LUMO energy (hartree) = -0.172



Record 4
ORCA calculation (ωB97M-V with the def2-TZVPD basis set) on an isolated ion of composition C5H9N2 and charge +1 at a distorted geometry.

Last column: Mulliken charge in e.
Atoms and positions in Å:
1 C -0.333 2.040 1.507  -0.215
2 C -0.448 1.409 0.120  -0.579
3 C 0.761 -0.858 -1.737  -0.863
4 C 0.140 -1.529 0.574  -0.263
5 C -0.228 -1.293 -0.915  -0.215
6 N -0.015 0.652 1.273  0.562
7 N 0.174 -0.489 1.591  -0.423
8 H 0.468 2.665 1.949  0.282
9 H -1.294 2.186 1.886  0.282
10 H -1.370 1.174 -0.323  0.361
11 H 0.370 1.553 -0.602  0.351
12 H 0.799 -0.494 -2.772  0.314
13 H 1.813 -0.751 -1.504  0.276
14 H -0.603 -2.224 1.026  0.330
15 H 1.146 -1.915 0.376  0.369
16 H -1.228 -1.596 -1.061  0.429

Force components x, y, z for each atom (eV/Å):
1.2 0.0 0.0
3.1 1.0 -0.1
-0.8 0.0 -0.4
-0.6 -0.8 -1.7
2.4 1.3 0.8
-1.5 0.3 -1.8
0.8 -0.5 1.0
-0.5 -0.3 -0.9
-1.3 0.1 1.3
-1.3 -0.1 -0.1
-0.5 0.2 0.4
-1.4 -0.7 0.0
0.0 -0.1 1.4
1.1 -0.1 -0.2
0.0 -0.4 1.6
-1.0 0.3 -1.3

Computed properties:
- frontier orbital gap (eV) = 8.996
- energy above the lowest of the compared OMol25 structures with the same formula, charge and spin (eV) = 6.549
- structure (SMILES) = C=CCN=[N+]1CC1
- F_max (hartree/bohr) = 0.0642
- net charge = +1
- LUMO energy (hartree) = -0.195



Record 5
ORCA calculation (ωB97M-V with the def2-TZVPD basis set) on an isolated ion of composition C5H9N2 and charge +1 at a distorted geometry.

Last column: Mulliken charge in e.
Atoms and positions in Å:
1 C -0.982 0.922 1.327  -1.326
2 C 0.634 -0.754 0.214  0.707
3 C -0.209 0.548 0.293  0.738
4 C 0.247 -1.396 -1.084  -1.350
5 C 0.144 1.476 -0.833  -1.191
6 N 0.287 -1.365 1.433  0.478
7 N -0.123 -1.179 2.459  -0.267
8 H -1.454 1.871 1.574  0.308
9 H -1.282 0.327 2.130  0.405
10 H 1.679 -0.589 0.109  0.311
11 H 0.545 -2.552 -1.044  0.382
12 H 0.811 -1.106 -1.902  0.437
13 H -0.838 -1.393 -1.356  0.344
14 H 1.327 1.520 -1.047  0.299
15 H -0.315 2.515 -0.638  0.361
16 H -0.472 1.155 -1.634  0.364

Force components x, y, z for each atom (eV/Å):
0.6 0.5 -1.4
-2.1 1.9 -2.3
0.5 2.1 2.0
-1.6 -5.5 0.6
1.1 1.8 0.6
-0.9 0.1 4.1
1.4 -1.9 -2.5
0.3 0.3 -1.2
-0.3 -1.5 1.1
1.1 0.2 1.0
-0.7 2.3 0.1
1.2 1.3 -1.3
0.9 0.3 0.5
-2.9 0.0 0.2
1.2 -1.5 0.0
0.2 -0.4 -1.5

Computed properties:
- frontier orbital gap (eV) = 8.451
- energy above the lowest of the compared OMol25 structures with the same formula, charge and spin (eV) = 5.225
- structure (SMILES) = C=C(C)[C@H](C)[N+]#N
- F_max (hartree/bohr) = 0.1126
- net charge = +1
- LUMO energy (hartree) = -0.227



Record 6
ORCA calculation (ωB97M-V with the def2-TZVPD basis set) on an isolated ion of composition C5H9N2 and charge +1 at a distorted geometry.

Last column: Mulliken charge in e.
Atoms and positions in Å:
1 C -1.396 1.569 0.948  -1.092
2 C -0.016 1.386 0.314  -0.526
3 C 0.221 0.029 -0.252  0.324
4 C 0.486 -0.403 -1.506  -0.579
5 N 0.798 -1.742 -1.403  -0.038
6 C 0.749 -2.122 -0.138  -0.149
7 N 0.435 -1.069 0.579  -0.007
8 H -1.973 2.395 0.548  0.326
9 H -1.340 1.698 2.024  0.320
10 H -2.058 0.701 0.888  0.363
11 H 0.748 1.532 1.085  0.314
12 H 0.300 2.198 -0.331  0.416
13 H 0.527 0.207 -2.387  0.414
14 H 1.145 -2.327 -2.150  0.238
15 H 1.067 -3.095 0.203  0.414
16 H 0.309 -0.959 1.578  0.261

Force components x, y, z for each atom (eV/Å):
-0.8 -0.2 0.5
0.4 0.0 0.9
0.7 0.3 -0.1
-0.1 0.3 0.4
0.2 0.0 -0.5
0.7 -0.7 -0.1
-0.8 1.3 0.3
0.2 0.2 -0.1
0.3 0.4 0.1
0.2 -0.2 -0.5
-0.1 -0.3 0.2
-0.5 -0.2 -0.8
0.0 -0.3 -0.4
-0.2 0.0 0.0
-0.3 0.0 0.2
0.1 -0.6 -0.1

Computed properties:
- frontier orbital gap (eV) = 11.119
- energy above the lowest of the compared OMol25 structures with the same formula, charge and spin (eV) = 0.796
- structure (SMILES) = CCc1c[nH]c[nH+]1
- F_max (hartree/bohr) = 0.0313
- net charge = +1
- LUMO energy (hartree) = -0.118



Record 7
ORCA calculation (ωB97M-V with the def2-TZVPD basis set) on a 2-piece molecular cluster, C5H9N2 overall at a distorted geometry.

Last column: Löwdin spin population.
Atoms and positions in Å:
1 C -3.017 0.685 0.798  0.023
2 C 0.488 1.919 0.044  0.577
3 C 0.084 0.876 -0.737  0.275
4 C -0.038 -1.409 -1.262  0.641
5 C 1.089 -0.767 0.694  0.018
6 N -2.040 0.149 0.389  0.018
7 N 0.311 -0.449 -0.441  0.280
8 H 0.981 1.753 0.927  0.035
9 H 0.306 2.924 -0.307  0.028
10 H -0.472 1.068 -1.585  0.004
11 H -3.656 1.310 1.333  0.001
12 H -0.424 -1.455 -2.220  0.041
13 H 0.437 -2.343 -1.125  0.041
14 H 2.198 -0.978 0.304  0.011
15 H 1.094 -0.024 1.525  0.002
16 H 0.767 -1.746 1.115  0.005

Force components x, y, z for each atom (eV/Å):
5.2 -2.3 -1.6
-0.1 2.3 -0.5
0.5 -5.2 0.5
-0.2 -4.4 -1.4
3.1 -1.9 1.3
-5.0 1.9 1.7
0.7 7.4 0.3
1.1 0.0 1.9
0.0 0.0 0.1
-1.0 0.1 -1.8
-1.3 0.5 0.4
-1.2 1.6 -1.6
0.5 -0.8 0.8
-2.1 0.6 1.0
-0.1 -0.6 -1.0
0.0 0.8 -0.3

Computed properties:
- frontier orbital gap (alpha / beta) (eV) = 8.095 / 8.044
- energy above the lowest of the compared OMol25 structures with the same formula, charge and spin (eV) = 1.759
- spin multiplicity = 3
- F_max (hartree/bohr) = 0.1443
- net charge = +1
- LUMO energy (alpha / beta) (hartree) = -0.130 / -0.288
- ⟨S²⟩ = 2.0054



Record 8
ORCA calculation (ωB97M-V with the def2-TZVPD basis set) on an isolated ion of composition C5H9N2O and charge +1 at a distorted geometry.

Last column: Mulliken charge in e.
Atoms and positions in Å:
1 C 1.047 -1.894 2.395  -0.454
2 C 1.004 0.984 0.351  -0.389
3 C 1.356 -1.085 1.385  0.203
4 C -0.898 0.500 -1.098  0.851
5 C -1.747 1.122 -2.108  -1.100
6 N -0.885 -0.693 -0.644  -0.518
7 N 0.601 -0.012 1.213  -0.223
8 O 0.023 1.412 -0.584  -0.274
9 H 1.660 -2.678 2.764  0.312
10 H 0.046 -1.728 2.869  0.276
11 H 1.962 0.894 -0.083  0.467
12 H 1.155 1.837 1.057  0.305
13 H 2.172 -1.252 0.679  0.380
14 H -2.506 0.479 -2.436  0.392
15 H -1.289 1.585 -3.123  0.280
16 H -2.291 1.930 -1.679  0.311
17 H -1.411 -1.400 -0.956  0.183

Force components x, y, z for each atom (eV/Å):
-2.4 -0.2 1.8
-0.4 2.0 -0.2
1.5 1.2 -1.9
1.8 -1.3 1.0
0.6 1.7 -2.9
3.3 5.1 1.7
-2.2 -1.8 0.4
-0.7 -0.4 0.2
0.5 -0.7 0.0
1.1 -0.1 -0.2
1.0 -0.8 -1.2
-0.3 -0.1 -0.2
0.2 -0.1 0.4
-0.9 -1.3 -0.4
-0.3 -1.2 2.7
-0.2 0.9 0.6
-2.7 -2.9 -1.7

Computed properties:
- frontier orbital gap (alpha / beta) (eV) = 7.062 / 7.064
- energy above the lowest of the compared OMol25 structures with the same formula, charge and spin (eV) = 5.353
- F_max (hartree/bohr) = 0.1223
- net charge = +1
- LUMO energy (alpha / beta) (hartree) = -0.275 / -0.275



Repeat the fifth record exactly.
ORCA calculation (ωB97M-V with the def2-TZVPD basis set) on an isolated ion of composition C5H9N2 and charge +1 at a distorted geometry.

Last column: Mulliken charge in e.
Atoms and positions in Å:
1 C -0.982 0.922 1.327  -1.326
2 C 0.634 -0.754 0.214  0.707
3 C -0.209 0.548 0.293  0.738
4 C 0.247 -1.396 -1.084  -1.350
5 C 0.144 1.476 -0.833  -1.191
6 N 0.287 -1.365 1.433  0.478
7 N -0.123 -1.179 2.459  -0.267
8 H -1.454 1.871 1.574  0.308
9 H -1.282 0.327 2.130  0.405
10 H 1.679 -0.589 0.109  0.311
11 H 0.545 -2.552 -1.044  0.382
12 H 0.811 -1.106 -1.902  0.437
13 H -0.838 -1.393 -1.356  0.344
14 H 1.327 1.520 -1.047  0.299
15 H -0.315 2.515 -0.638  0.361
16 H -0.472 1.155 -1.634  0.364

Force components x, y, z for each atom (eV/Å):
0.6 0.5 -1.4
-2.1 1.9 -2.3
0.5 2.1 2.0
-1.6 -5.5 0.6
1.1 1.8 0.6
-0.9 0.1 4.1
1.4 -1.9 -2.5
0.3 0.3 -1.2
-0.3 -1.5 1.1
1.1 0.2 1.0
-0.7 2.3 0.1
1.2 1.3 -1.3
0.9 0.3 0.5
-2.9 0.0 0.2
1.2 -1.5 0.0
0.2 -0.4 -1.5

Computed properties:
- frontier orbital gap (eV) = 8.451
- energy above the lowest of the compared OMol25 structures with the same formula, charge and spin (eV) = 5.225
- structure (SMILES) = C=C(C)[C@H](C)[N+]#N
- F_max (hartree/bohr) = 0.1126
- net charge = +1
- LUMO energy (hartree) = -0.227